Entry from OMol25: the molecule C5H8O2 (wB97M-V/def2-TZVPD).

HOMO-LUMO gap ... 9.370 eV
Calculated total energy ... -345.62807 Ha
F_max ... 0.3 eV/A
HOMO level ... -8.7 eV
LUMO level ... 0.7 eV
ΔE to the lowest compared entry with this formula, charge and spin ... 4.813 eV

Geometry (Å):
O 1.048 -0.228 -2.154
O 0.132 1.124 1.293
C 0.034 1.115 -0.623
C 1.317 0.284 -0.856
C -0.334 0.068 0.407
C -1.700 -0.464 0.714
C 0.913 -0.781 0.175
H 1.549 -0.898 1.056
H 0.723 -1.751 -0.290
H 2.305 0.752 -0.784
H 0.854 0.537 -2.716
H -1.732 -0.954 1.692
H -1.981 -1.194 -0.051
H -0.559 1.807 1.317
H -2.441 0.343 0.689

Here are the Mulliken charges for atoms 1 to 2, given in e: -0.51 -0.48

---

Entry from OMol25: the molecule C3H8N2 at a distorted geometry (wB97M-V/def2-TZVPD).

HOMO-LUMO gap ... 9.440 eV
Calculated total energy ... -228.48101 Ha
F_max ... 4.4 eV/A
HOMO level ... -8.4 eV
LUMO level ... 1.0 eV
ΔE to the lowest compared entry with this formula, charge and spin ... 4.562 eV
Structure (SMILES) ... C=NN(C)C

Geometry (Å):
N -0.884 -0.912 -0.275
N 0.242 -0.184 -0.395
C 0.194 1.218 -0.079
C 1.559 -0.907 0.043
C -2.052 -0.473 0.013
H 2.120 -1.131 -1.071
H -0.440 1.490 0.818
H -2.228 0.658 0.169
H -2.930 -1.081 0.213
H 1.269 -1.865 0.647
H 1.119 1.714 -0.094
H -0.392 1.726 -0.804
H 2.423 -0.254 0.814

Here are the Mulliken charges for atoms 1 to 2, given in e: -0.61 0.39

---

Entry from OMol25: the molecule C3H6N2S2 at a distorted geometry (wB97M-V/def2-TZVPD).

HOMO-LUMO gap ... 8.406 eV
Calculated total energy ... -1023.72879 Ha
F_max ... 2.1 eV/A
HOMO level ... -8.9 eV
LUMO level ... -0.5 eV
ΔE to the lowest compared entry with this formula, charge and spin ... 2.017 eV
Structure (SMILES) ... N/N=C\CSC=S

Geometry (Å):
S -0.579 0.626 0.060
S -2.237 -1.089 1.836
N 1.516 -0.920 -2.001
N 1.949 0.371 -2.243
C 1.240 0.919 0.118
C -0.795 -0.428 1.447
C 1.774 1.210 -1.263
H 0.102 -0.559 2.106
H 1.448 1.718 0.816
H 1.781 0.034 0.506
H 1.409 -1.391 -2.902
H 2.076 2.229 -1.524
H 0.665 -0.986 -1.437

Here are the Mulliken charges for atoms 1 to 2, given in e: 0.01 -0.20

---

Entry from OMol25: the molecule C4H5NO (wB97M-V/def2-TZVPD).

HOMO-LUMO gap ... 9.812 eV
Calculated total energy ... -285.24570 Ha
F_max ... 0.6 eV/A
HOMO level ... -9.0 eV
LUMO level ... 0.8 eV
ΔE to the lowest compared entry with this formula, charge and spin ... 4.596 eV

Geometry (Å):
O 1.853 0.703 -0.761
N -1.517 -0.489 -0.372
C 0.117 -0.096 0.975
C 0.609 0.313 -0.321
C -0.146 -1.007 -0.197
C -0.830 0.723 0.112
H -1.830 -0.409 -1.341
H 0.199 -2.013 -0.404
H 0.441 -0.152 2.002
H 2.446 0.763 0.005
H -1.343 1.665 0.302

Here are the Mulliken charges for atoms 1 to 2, given in e: -0.57 -0.50

---

Entry from OMol25: the molecule CH3NO4S at a distorted geometry (wB97M-V/def2-TZVPD).

HOMO-LUMO gap ... 10.860 eV
Calculated total energy ... -793.62415 Ha
F_max ... 4.0 eV/A
HOMO level ... -10.3 eV
LUMO level ... 0.6 eV
ΔE to the lowest compared entry with this formula, charge and spin ... 3.006 eV
Structure (SMILES) ... C[N+]12OS1(=O)([O-])O2

Geometry (Å):
S -0.216 -1.037 -1.149
O 0.185 -1.785 -2.270
O 0.417 0.676 -1.140
O 0.805 -1.082 0.078
O -1.502 -0.933 -0.659
N 0.961 0.343 0.084
C 0.080 0.866 1.138
H 0.487 1.285 1.995
H -0.674 0.141 1.432
H -0.544 1.526 0.491

Here are the Mulliken charges for atoms 1 to 2, given in e: 1.12 -0.49

---

Entry from OMol25: a structure of composition C6H15MoN4O at a distorted geometry (wB97M-V/def2-TZVPD).

HOMO-LUMO gap (spin up / spin down) ... 6.917 / 6.549 eV
⟨S²⟩ ... 2.0290
Calculated total energy ... -599.75511 Ha
F_max ... 2.1 eV/A
HOMO level (spin up / spin down) ... -10.9 / -10.3 eV
Total charge ... +1
LUMO level (spin up / spin down) ... -4.0 / -3.7 eV
Multiplicity ... 3

Geometry (Å):
Mo 1.174 1.330 -1.000
O 1.109 -0.407 1.605
N -1.786 0.625 -1.788
N -0.334 0.061 -0.130
N 0.392 3.178 -0.139
N -0.914 -1.508 1.561
C -1.555 -0.110 -0.674
C 3.060 -0.228 -1.550
C -2.154 -1.657 1.021
C -2.525 -0.931 -0.077
C 0.016 -0.605 1.052
C -0.520 -2.274 2.727
H -2.793 -2.374 1.538
H 1.979 -0.157 -1.886
H -2.661 0.504 -2.276
H 0.110 3.045 0.834
H -1.005 0.962 -2.364
H 1.100 3.916 -0.180
H 0.342 -2.908 2.501
H -0.259 -1.616 3.560
H 3.460 0.707 -1.164
H -1.364 -2.903 3.003
H -0.420 3.489 -0.680
H 3.654 -0.441 -2.441
H 2.232 2.308 -1.752
H 3.169 -0.995 -0.780
H -3.509 -1.012 -0.523

Here are the Mulliken charges for atoms 1 to 2, given in e: 0.24 -0.61

---

Entry from OMol25: a cluster of 3 separate species, H6O3 in total (wB97M-V/def2-TZVPD).

HOMO-LUMO gap ... 10.990 eV
Calculated total energy ... -229.31427 Ha
F_max ... 0.7 eV/A
HOMO level ... -10.7 eV
LUMO level ... 0.3 eV
ΔE to the lowest compared entry with this formula, charge and spin ... 0.294 eV
Structure (SMILES) ... O.O.O

Geometry (Å):
O 0.611 -0.847 -0.403
O -2.101 -0.126 -0.316
O 2.486 0.820 1.083
H 1.711 1.260 1.435
H -2.996 -0.400 -0.112
H 2.136 0.095 0.566
H -2.197 0.756 -0.676
H -0.331 -0.865 -0.233
H 0.682 -0.692 -1.344

Here are the Mulliken charges for atoms 1 to 2, given in e: -0.64 -0.64

---

Entry from OMol25: the molecule C5H10N2S at a distorted geometry (wB97M-V/def2-TZVPD).

HOMO-LUMO gap ... 9.105 eV
Calculated total energy ... -704.11255 Ha
F_max ... 4.0 eV/A
HOMO level ... -8.4 eV
LUMO level ... 0.7 eV
ΔE to the lowest compared entry with this formula, charge and spin ... 3.027 eV
Structure (SMILES) ... NN(C=S)C1CCC1

Geometry (Å):
S -0.213 2.972 1.596
N -0.733 0.533 0.803
N -1.532 -0.627 1.062
C -0.934 1.559 1.637
C -0.094 -0.075 -1.586
C 1.371 -0.742 -0.012
C 0.339 0.428 -0.175
C 1.198 -0.930 -1.604
H 2.034 -0.532 -2.174
H 0.778 1.368 -0.277
H 2.332 -0.471 0.349
H 0.905 -1.495 0.595
H -1.749 1.205 2.317
H 1.243 -2.004 -1.874
H -1.092 -0.594 -1.532
H -0.009 0.835 -2.343
H -2.634 -0.359 1.274
H -1.211 -1.073 1.943

Here are the Mulliken charges for atoms 1 to 2, given in e: -0.40 0.32

---

Entry from OMol25: the molecule C10H11N at a distorted geometry (wB97M-V/def2-TZVPD).

HOMO-LUMO gap ... 9.204 eV
Calculated total energy ... -442.35072 Ha
F_max ... 4.0 eV/A
HOMO level ... -8.4 eV
LUMO level ... 0.8 eV
ΔE to the lowest compared entry with this formula, charge and spin ... 1.013 eV
Structure (SMILES) ... N[C@@H]1C=Cc2ccccc2C1

Geometry (Å):
N 2.038 -2.682 0.172
C -0.285 1.310 -1.578
C -0.615 -0.543 1.707
C -1.292 2.338 -1.466
C -1.542 1.660 0.886
C 0.337 -1.435 1.524
C 0.971 -0.752 -0.785
C -1.912 2.495 -0.217
C 1.411 -1.388 0.514
C -0.707 0.578 0.676
C -0.043 0.417 -0.550
H 0.207 1.079 -2.556
H -2.081 1.609 1.816
H 1.851 -0.344 -1.356
H -1.495 3.071 -2.157
H -2.797 3.195 -0.072
H 0.318 -1.456 -1.356
H 1.374 -3.315 -0.365
H 2.841 -2.584 -0.580
H 2.161 -0.603 0.743
H 0.455 -2.252 2.323
H -1.194 -0.399 2.677

Here are the Mulliken charges for atoms 1 to 2, given in e: -0.76 -0.40